Model w:
The following is a quantum chemistry calculation of a 2-piece molecular cluster, C5H14 overall, from the Open Molecules 2025 dataset.

Its orbital gap is 12.445 eV. As for the SMILES: CCC.CC. Its charge is 0.

Each line ends with the Löwdin charge.
Positions of all 19 atoms, in Å:
H -0.05269 0.57344 2.60662  0.0637
H -1.77446 0.82087 2.23574  0.0685
H 0.81938 1.45035 -0.65280  0.0419
H -0.53290 -1.48810 -0.23338  0.0593
C 2.30498 1.01622 -2.14199  -0.1704
H 0.50321 2.23806 -2.16518  0.0654
H 2.92132 1.91029 -2.04921  0.0610
H -1.74182 -2.67608 0.42025  0.0636
H 2.40182 0.66777 -3.16864  0.0596
H 0.17329 0.49377 -1.94264  0.0567
C 0.87021 1.30461 -1.72940  -0.1756
H -1.69872 -1.47048 2.60425  0.0944
H -0.04587 -1.59768 2.05963  0.0900
H 2.73969 0.26306 -1.48012  0.0618
C -1.39118 -1.64666 0.41428  -0.1270
H -0.66837 0.77729 0.89723  0.0460
C -1.01323 -1.16831 1.81331  -0.3163
H -2.20661 -1.07143 -0.04673  0.0734
C -0.84205 0.36040 1.89643  -0.1158

=====

Model x:
The following is a quantum chemistry calculation of a 2-piece molecular cluster, C5H14 overall, from the Open Molecules 2025 dataset.

Its orbital gap is 12.366 eV. As for the SMILES: CCC.CC. Its charge is 0.

Each line ends with the Löwdin charge.
Positions of all 19 atoms, in Å:
H -3.26951 0.79688 -0.46460  0.0552
C -2.02431 -0.88917 0.09534  -0.1413
H -2.73027 -0.96829 0.90894  0.0567
H -1.67497 0.88939 -1.09663  0.0422
H -1.05146 -0.52421 0.42418  0.0172
H 2.52824 1.44504 0.33947  0.0974
H -2.79559 -0.25021 -1.89367  0.0547
H 0.83951 1.51350 0.26740  0.0959
C 1.65273 -0.01094 1.63214  -0.1202
C 1.57136 0.03430 -0.97806  -0.1275
C 1.65629 0.78530 0.34306  -0.3303
C -2.50186 0.19786 -0.95297  -0.1457
H 0.58046 -0.40252 -1.10792  0.0457
H 2.23925 -0.83110 -1.10613  0.0719
H -1.77779 -1.78817 -0.46349  0.0598
H 1.58946 0.73267 2.42847  0.0713
H 1.84289 0.61570 -1.85832  0.0679
H 2.52152 -0.66408 1.70890  0.0725
H 0.80404 -0.68196 1.77390  0.0566

=====

Quick one: most stable of them? model w

=====

Model w:
The following is a quantum chemistry calculation of a 2-piece molecular cluster, C5H14 overall, from the Open Molecules 2025 dataset.

Its orbital gap is 12.138 eV. As for the SMILES: CCC.CC. Its charge is 0.

Each line ends with the Löwdin charge.
Positions of all 19 atoms, in Å:
C 0.23763 2.04352 0.06879  -0.2893
H -1.73043 2.77230 -0.56373  0.0770
H -0.23386 -1.92267 -0.66850  0.1016
H 0.64344 -0.00988 -0.75710  0.0053
H 1.31481 2.40617 -0.03373  0.1077
H -0.99331 0.56264 -0.81720  0.0747
C 0.33723 -3.48840 0.92382  -0.1793
C -0.00275 -2.02514 0.48428  -0.1838
C 0.05485 0.84990 -0.90438  -0.1483
H 0.73505 -3.58202 2.02604  0.0985
H 0.18050 1.19264 -1.90715  0.0614
H 0.88703 -1.37861 0.58229  0.0507
H 0.32456 1.68293 1.10661  0.0966
H -0.77093 4.06786 -0.01888  0.0499
H 1.32056 -3.76018 0.63326  0.0296
C -0.68030 3.12786 -0.53007  -0.1358
H -0.32320 3.38507 -1.53901  0.0769
H -0.78395 -1.83492 1.21154  0.0589
H -0.51695 -4.08907 0.70309  0.0476

=====

Model x:
The following is a quantum chemistry calculation of a 2-piece molecular cluster, C5H14 overall, from the Open Molecules 2025 dataset.

Its orbital gap is 12.395 eV. As for the SMILES: CCC.CC. Its charge is 0.

Each line ends with the Löwdin charge.
Positions of all 19 atoms, in Å:
H -1.48928 -0.70957 -2.57139  0.0973
C -1.47712 1.25830 -1.64638  -0.1196
H -1.82490 1.52575 -0.65007  0.0636
H 0.82584 -0.08267 -3.01117  0.0731
H -2.28353 1.49300 -2.34686  0.0646
H 0.45316 -1.71976 3.24987  0.0614
H 0.08076 -0.67344 1.14464  0.0466
C 0.52875 -0.28281 -1.97216  -0.1390
H 0.91819 -1.26512 -1.71812  0.0650
H -0.69825 1.98282 -1.89881  0.0661
C 0.58891 -0.03573 1.86932  -0.1734
H 1.10292 -0.21944 3.97015  0.0591
H -1.22561 -0.75995 -0.87621  0.0833
H 1.05549 0.45781 -1.36563  0.0607
H 2.09592 -1.19460 2.95285  0.0611
H 1.40243 0.51689 1.39115  0.0632
C 1.06829 -0.83661 3.07278  -0.1736
H -0.15006 0.71916 2.17293  0.0660
C -0.97191 -0.17402 -1.76690  -0.3253

=====

Model y:
The following is a quantum chemistry calculation of a 2-piece molecular cluster, C5H14 overall, from the Open Molecules 2025 dataset.

Its orbital gap is 12.615 eV. As for the SMILES: CCC.CC. Its charge is 0.

Each line ends with the Löwdin charge.
Positions of all 19 atoms, in Å:
C -0.29728 -1.70249 1.10939  -0.1231
H -0.50116 -2.14225 2.08609  0.0703
H -2.60751 0.89942 1.26084  0.0667
H -2.56007 -0.57598 2.20031  0.0711
H 1.64520 1.55571 -3.10168  0.0590
H 3.09370 1.03849 -1.30510  0.0597
H 1.81138 0.84877 -0.10995  0.0499
H 0.76644 -1.80833 0.89752  0.0604
H -2.84143 -0.61170 0.46621  0.0697
H 2.08274 -0.38512 -1.33285  0.0605
H -0.27052 0.34553 1.84880  0.1025
C -2.24691 -0.13454 1.24950  -0.1339
C -0.74330 -0.24927 1.06221  -0.3305
H 0.29868 0.70576 -2.40402  0.0591
C 2.07187 0.68982 -1.15474  -0.1785
H 0.74898 2.30388 -1.75175  0.0631
C 1.13725 1.36716 -2.15631  -0.1732
H -0.83733 -2.26606 0.34113  0.0746
H -0.42297 0.19238 0.12018  0.0727

=====

Quick one: most stable of them? model y